Here is 14 unconnected molecules or ions with the total composition C22H37Cl28IN2O2 in a non-equilibrium geometry from the Open Molecules 2025 dataset. Energies are from ωB97M-V with the def2-TZVPD basis set.

Last column: Löwdin charge in e.
Atoms and positions in Å:
C  -3.3515  3.8253  1.7610  -0.166
C  -1.9617  3.1414  2.2225  -0.592
Cl  -1.7323  1.3585  1.9687  0.585
C  -0.9446  3.9327  2.8161  -0.478
Cl  -1.3348  5.7396  2.9420  0.646
C  0.4701  3.4096  3.3374  -0.331
C  1.7052  3.4864  2.2838  -0.105
C  1.9230  2.1246  1.4691  -0.706
O  2.7279  1.2779  1.9508  -0.070
I  0.9319  1.6895  -0.4524  0.809
C  0.5587  2.0919  4.2483  -0.069
C  1.9225  2.3566  5.0573  -0.330
O  2.8846  1.6003  5.2979  0.085
N  1.7130  3.7778  5.5076  0.035
C  0.7994  4.5025  4.5179  -0.378
N  1.6759  5.6661  4.1214  0.029
H  -3.9813  4.1065  2.6788  0.040
H  -3.9762  3.0935  1.1277  0.084
H  -3.1664  4.7650  1.1239  0.075
H  1.5694  4.3185  1.5166  0.121
H  2.7084  3.7045  2.8135  0.140
H  -0.4337  2.0146  4.8400  0.102
H  0.5093  1.1241  3.6225  0.098
H  1.0333  3.5821  6.2769  0.079
H  -0.0849  4.7591  5.2180  0.137
H  2.2914  5.7892  4.9496  0.081
H  1.1015  6.5205  4.0846  0.046
C  0.8640  -2.0351  1.5361  -1.018
Cl  0.1926  -2.7588  3.0046  0.503
Cl  -0.4168  -1.5486  0.4181  0.406
H  1.4463  -1.1550  1.8098  0.012
H  1.5073  -2.7640  1.0451  -0.075
C  4.3403  -3.6844  -0.6762  -0.992
Cl  3.6193  -3.3986  -2.2632  0.538
Cl  3.1524  -4.3471  0.4535  0.589
H  5.1606  -4.3915  -0.7825  -0.029
H  4.7153  -2.7408  -0.2822  0.039
C  -2.0922  -2.3050  -3.2293  -1.045
Cl  -2.2396  -0.7185  -2.4623  0.457
Cl  -1.7563  -2.1467  -4.9584  0.504
H  -1.2764  -2.8520  -2.7576  0.020
H  -3.0236  -2.8489  -3.0989  -0.048
C  -1.3423  2.9021  -3.7782  -0.986
Cl  -0.9382  3.8747  -2.3592  0.442
Cl  -0.6575  1.2771  -3.6492  0.429
H  -2.4259  2.8252  -3.8570  0.033
H  -0.9413  3.3865  -4.6672  0.030
C  4.8938  -0.7184  -4.3300  -1.072
Cl  4.2219  0.9056  -4.5229  0.508
Cl  4.9684  -1.5673  -5.8792  0.516
H  5.9007  -0.6379  -3.9204  -0.073
H  4.2614  -1.2844  -3.6472  -0.041
C  -1.9554  0.9749  7.2725  -1.015
Cl  -1.4017  2.6490  7.4126  0.531
Cl  -3.4731  0.8776  6.3735  0.515
H  -1.1964  0.3940  6.7499  0.027
H  -2.1082  0.5687  8.2710  0.030
C  -5.2744  6.6763  3.0812  -1.025
Cl  -6.2775  5.4120  2.3589  0.528
Cl  -5.5810  8.2452  2.3276  0.510
H  -5.5020  6.7437  4.1439  0.032
H  -4.2252  6.4169  2.9441  -0.022
C  2.3945  -0.5945  -8.4397  -1.053
Cl  1.6723  -0.3054  -10.0277  0.499
Cl  1.2088  -1.2545  -7.3078  0.483
H  3.2132  -1.3041  -8.5476  0.011
H  2.7726  0.3477  -8.0461  0.023
C  -0.1708  -5.9971  1.0338  -1.029
Cl  -0.7676  -7.5469  0.4262  0.507
Cl  -1.0616  -4.6450  0.3262  0.498
H  -0.2912  -5.9714  2.1159  0.025
H  0.8826  -5.8992  0.7772  -0.022
C  5.3508  -7.2864  -3.0431  -1.002
Cl  5.9025  -5.6111  -2.9173  0.528
Cl  3.8249  -7.3917  -3.9278  0.512
H  6.1059  -7.8685  -3.5691  0.027
H  5.2072  -7.6877  -2.0411  0.030
C  -4.9525  -5.6490  -3.5311  -0.992
Cl  -3.2571  -5.3174  -3.1591  0.562
Cl  -6.0304  -4.7158  -2.4853  0.530
H  -5.1462  -5.3803  -4.5684  0.033
H  -5.1465  -6.7100  -3.3825  0.030
C  -9.1524  -3.7613  -0.6598  -1.050
Cl  -9.8169  -4.4847  0.8096  0.500
Cl  -10.4382  -3.2853  -1.7754  0.498
H  -8.5739  -2.8791  -0.3896  0.029
H  -8.5078  -4.4887  -1.1523  -0.025
C  6.7509  2.4211  -2.2730  -1.002
Cl  7.5945  3.1128  -3.6628  0.512
Cl  6.7826  0.6540  -2.3203  0.561
H  7.2376  2.7590  -1.3594  0.029
H  5.7146  2.7558  -2.2851  0.022

Properties
LUMO: 0.1 eV
Highest occupied orbital energy: -9.3 eV
Charge: 0
E: -14303.35703 Eh



Here is a molecular structure, C38H68BrN8OS2Si2Sr from the Open Molecules 2025 dataset. Energies are from ωB97M-V with the def2-TZVPD basis set.

Last column: Löwdin charge in e.
Atoms and positions in Å:
Sr  -0.6517  0.3701  -0.3335  1.226
N  1.4379  -0.5108  1.1322  -0.047
C  2.8902  -0.8373  1.2039  -0.245
C  3.6534  -0.3554  -0.0151  -0.268
N  3.6509  1.0993  -0.1552  0.015
H  1.3037  0.3392  1.6889  0.040
H  0.9728  -1.2242  1.6923  0.026
H  2.9794  -1.9199  1.3074  0.099
H  3.3255  -0.3927  2.1021  0.097
H  3.2354  -0.8016  -0.9230  0.088
H  4.6867  -0.7016  0.0577  0.116
H  3.9590  1.4782  0.7374  0.000
H  2.6856  1.4123  -0.1960  0.001
C  -1.2544  2.6997  5.0759  -0.029
C  -2.2912  2.8061  3.9949  -0.328
C  -3.4663  3.5085  4.1921  -0.042
C  -4.4021  3.5182  3.1638  -0.056
C  -4.1250  2.8724  1.9813  -0.048
C  -2.8865  2.2213  1.8158  -0.464
N  -2.0151  2.1754  2.8421  0.081
N  -2.5342  1.5951  0.6438  -0.232
Si  -3.0077  2.2410  -0.8652  0.332
C  -4.3238  1.1768  -1.6782  -0.167
C  -3.5542  4.0335  -0.9297  -0.160
C  -1.6439  2.0700  -2.2928  -0.237
H  -1.3734  3.4885  5.8168  0.080
H  -0.2507  2.7647  4.6522  0.063
H  -1.3434  1.7403  5.5916  0.085
H  -3.6522  4.0138  5.1292  0.109
H  -5.3496  4.0267  3.2931  0.112
H  -4.8569  2.8471  1.1847  0.096
H  -5.1769  1.0803  -1.0024  0.038
H  -3.9631  0.1617  -1.8770  0.021
H  -4.6865  1.5899  -2.6229  0.043
H  -3.1906  4.6274  -0.0913  0.024
H  -4.6449  4.0778  -0.9092  0.040
H  -3.2284  4.5132  -1.8543  0.033
H  -0.5523  2.2162  -2.3423  0.005
H  -2.0443  2.8823  -2.9068  0.036
H  -1.8922  1.1744  -2.8741  0.002
S  3.0669  2.6338  3.0513  0.585
C  3.4614  4.0243  2.2382  -1.174
N  4.4332  4.1699  1.3313  -0.054
C  4.4464  5.3928  0.5404  -0.207
C  3.7676  6.4541  1.3998  -0.394
S  2.6117  5.5320  2.4593  0.942
H  4.9795  3.3665  1.0637  0.127
H  3.8968  5.2419  -0.3934  0.105
H  5.4702  5.6723  0.2977  0.127
H  3.2176  7.1659  0.7886  0.076
H  4.4797  6.9803  2.0323  0.081
N  -1.4092  -0.7127  3.0906  0.130
C  -0.2723  -1.3029  3.6027  -0.363
C  -0.0259  -2.6675  3.4213  -0.073
C  1.1466  -3.2389  3.8987  -0.094
C  2.0922  -2.4734  4.5647  -0.101
C  1.8422  -1.1193  4.7585  -0.084
C  0.6780  -0.5363  4.2887  -0.051
H  -1.5038  0.2990  3.0623  0.040
H  -1.9856  -1.2432  2.4637  0.051
H  -0.7636  -3.2784  2.9116  0.096
H  1.3149  -4.2989  3.7520  0.106
H  3.0016  -2.9238  4.9377  0.101
H  2.5642  -0.5047  5.2820  0.109
H  0.5014  0.5215  4.4365  0.089
N  1.8074  5.2212  -3.3703  0.188
C  1.5862  5.7405  -2.1367  -0.512
O  1.9118  6.8671  -1.8193  0.073
C  0.9570  4.8261  -1.1279  -0.130
C  0.0381  5.3459  -0.2208  0.014
C  -0.4045  4.5436  0.8082  -0.044
C  0.1151  3.2619  0.9239  -0.181
N  0.9490  2.7290  0.0282  0.000
C  1.3553  3.5105  -0.9821  -0.117
H  2.2019  5.8287  -4.0698  0.121
H  1.3616  4.3732  -3.6685  0.100
H  -0.2850  6.3744  -0.3193  0.137
H  -1.1063  4.9003  1.5504  0.126
H  -0.1569  2.6508  1.7762  0.080
H  2.0718  3.0699  -1.6699  0.122
C  -2.7855  -5.7756  -1.3271  -0.108
C  -1.9820  -5.1365  -2.4715  -0.629
C  -1.3351  -6.2592  -3.3038  -0.078
C  -2.9971  -4.4045  -3.3627  -0.097
Si  -0.6290  -3.9508  -1.8344  0.543
Br  -1.7116  -2.7143  -0.1879  0.519
C  0.8264  -4.7885  -0.9205  -0.615
C  1.8404  -5.3452  -1.9360  -0.075
C  0.3114  -5.9516  -0.0579  -0.091
C  1.5744  -3.8382  0.0273  -0.117
C  -0.0942  -2.5943  -3.0878  -0.614
C  1.0812  -1.7764  -2.5314  -0.115
C  -1.2152  -1.5959  -3.4028  -0.118
C  0.3474  -3.2345  -4.4168  -0.070
H  -3.5570  -6.4142  -1.7661  0.094
H  -3.2915  -5.0290  -0.7143  0.049
H  -2.1807  -6.3998  -0.6741  0.063
H  -2.1270  -6.8877  -3.7204  0.096
H  -0.6942  -6.9051  -2.7044  0.067
H  -0.7479  -5.8798  -4.1415  0.074
H  -3.7785  -5.1125  -3.6509  0.094
H  -2.5549  -4.0272  -4.2839  0.067
H  -3.4846  -3.5792  -2.8387  0.079
H  1.3932  -6.0418  -2.6457  0.073
H  2.6190  -5.8884  -1.3931  0.097
H  2.3368  -4.5550  -2.5001  0.068
H  -0.1087  -6.7621  -0.6510  0.067
H  -0.4396  -5.6248  0.6648  0.079
H  1.1517  -6.3653  0.5064  0.094
H  2.0984  -3.0406  -0.4962  0.051
H  2.3293  -4.4156  0.5700  0.099
H  0.9152  -3.3913  0.7729  0.032
H  0.9029  -1.4388  -1.5018  0.009
H  1.2532  -0.9017  -3.1683  0.100
H  2.0131  -2.3394  -2.5034  0.078
H  -1.5221  -1.0218  -2.5211  -0.004
H  -2.1206  -2.0583  -3.7868  0.068
H  -0.8592  -0.8837  -4.1536  0.099
H  1.1263  -3.9854  -4.2838  0.073
H  0.7491  -2.4589  -5.0756  0.096
H  -0.4859  -3.7022  -4.9392  0.073

Properties
Energy relative to the best compared isomer or geometry (same formula, charge and spin): 66.4 kcal/mol
LUMO: -2.1 eV
Highest occupied orbital energy: -9.9 eV
Charge: +1
E: -5982.22977 Eh



Here is a molecular structure, C30H30AsGaN5O3S from the Open Molecules 2025 dataset. Energies are from ωB97M-V with the def2-TZVPD basis set.

Last column: Löwdin charge in e.
Atoms and positions in Å:
Ga  2.1377  0.4912  -0.3355  0.193
C  5.7151  -1.7222  -1.0597  -0.074
O  6.2089  -1.9180  0.2592  -0.083
C  5.4179  -1.6588  1.3478  -0.200
C  5.8476  -2.2428  2.5225  -0.020
C  5.1653  -2.0676  3.7264  -0.115
C  4.0215  -1.3097  3.7451  -0.072
C  3.5552  -0.6983  2.5709  -0.137
C  2.3942  0.1407  2.6699  -0.039
N  1.8268  0.7605  1.6969  -0.027
N  0.8330  1.6408  2.0304  0.062
C  0.3453  2.2163  0.9598  -0.496
O  0.6541  1.9079  -0.2477  -0.107
C  -0.5670  3.3609  1.2289  -0.147
C  -0.8002  4.3274  0.2575  -0.021
C  -1.5641  5.4472  0.5547  -0.093
C  -2.1002  5.6148  1.8219  -0.107
C  -1.8769  4.6467  2.7941  -0.094
C  -1.1233  3.5243  2.4997  -0.042
C  4.2504  -0.8467  1.3414  -0.253
O  3.8672  -0.2347  0.2611  -0.165
H  6.4987  -2.1012  -1.7167  0.084
H  4.7964  -2.2883  -1.2311  0.097
H  5.5250  -0.6759  -1.2869  0.075
H  6.7405  -2.8546  2.4849  0.112
H  5.5380  -2.5428  4.6245  0.090
H  3.4602  -1.1738  4.6625  0.102
H  1.9716  0.3069  3.6606  0.129
H  -0.3601  4.2038  -0.7239  0.117
H  -1.7264  6.2044  -0.2025  0.096
H  -2.6685  6.5040  2.0658  0.093
H  -2.2728  4.7746  3.7942  0.096
H  -0.9371  2.7646  3.2443  0.101
C  -0.2282  -0.8635  -4.0158  -0.028
C  0.7410  0.2771  -4.0875  -0.318
C  0.8933  0.9891  -5.2754  -0.041
C  1.8081  2.0244  -5.2730  -0.153
N  2.5491  2.3287  -4.2199  0.042
C  2.3609  1.5915  -3.1141  -0.798
S  3.3721  1.9113  -1.7623  0.775
N  1.4589  0.5949  -3.0120  0.083
H  -0.3261  -1.3357  -4.9932  0.074
H  -1.2113  -0.4889  -3.7247  0.081
H  0.0905  -1.5964  -3.2800  0.067
H  0.3172  0.7345  -6.1536  0.098
H  1.9725  2.6408  -6.1525  0.101
C  -3.7981  0.3815  1.5795  -0.340
As  -1.9528  -0.2830  1.3146  1.168
C  -1.9757  0.1341  -0.5989  -0.318
C  -2.3450  -2.2508  1.2420  -0.353
C  -3.5816  -2.6715  0.5353  -0.319
C  -4.8082  -2.7458  1.1982  -0.075
C  -5.9571  -3.1531  0.5398  -0.100
C  -5.9106  -3.4838  -0.8078  -0.114
C  -4.7008  -3.4073  -1.4825  -0.095
C  -3.5500  -3.0141  -0.8177  -0.059
H  -4.4642  -0.0218  0.8164  0.015
H  -3.7651  1.4683  1.4922  0.007
H  -4.1822  0.1220  2.5659  0.010
H  -2.7484  -0.4415  -1.1129  0.016
H  -1.0027  -0.0583  -1.0390  -0.024
H  -2.1827  1.1992  -0.7094  0.026
H  -2.3575  -2.5806  2.2826  0.061
H  -1.4624  -2.6750  0.7630  0.031
H  -4.8567  -2.4853  2.2496  0.107
H  -6.8976  -3.2249  1.0730  0.095
H  -6.8086  -3.7969  -1.3254  0.091
H  -4.6587  -3.6652  -2.5339  0.097
H  -2.5992  -2.9878  -1.3386  0.111
N  0.7669  -2.3630  -0.4341  0.041
C  1.2270  -1.3043  -0.4087  -0.219

Properties
Energy relative to the best compared isomer or geometry (same formula, charge and spin): 0.0 kcal/mol
LUMO: 2.7 eV
Highest occupied orbital energy: -4.8 eV
Charge: -1
E: -6219.60707 Eh